A) 13
Properties=species:S:1:pos:R:3:lowdin_charge:R:1 method="wB97M-V/def2-TZVPD" e_homo_ha=-0.358 smiles="C[C@H]1COC=N1" lumo_ev=1.008
C 0.92 1.29 -0.34 -0.06
C 0.41 -0.15 -0.39 -0.40
C 0.10 -0.89 0.90 -0.12
O -1.34 -0.70 1.07 -0.05
C -1.74 -0.46 -0.21 -0.23
N -0.88 -0.21 -1.10 0.10
H 1.04 1.63 -1.38 0.08
H 1.91 1.34 0.14 0.07
H 0.25 1.99 0.16 0.08
H 1.18 -0.76 -0.86 0.13
H 0.77 -0.62 1.72 0.13
H 0.20 -1.97 0.71 0.12
H -2.82 -0.48 -0.42 0.13

=====

B) 13
Properties=species:S:1:pos:R:3:lowdin_charge:R:1 method="wB97M-V/def2-TZVPD" e_homo_ha=-0.341 smiles="O=CCN1CC1" lumo_ev=1.048
O 1.17 -1.95 1.98 0.04
C 1.16 -1.18 1.05 -0.24
C 0.05 -1.12 0.01 -0.16
N -0.01 0.09 -0.79 -0.14
C 0.09 1.43 -0.25 -0.15
C -1.20 0.92 -0.78 -0.15
H 2.01 -0.49 0.88 0.13
H -0.90 -1.40 0.50 0.13
H 0.30 -1.87 -0.74 0.13
H 0.70 2.10 -0.86 0.10
H 0.18 1.56 0.83 0.11
H -1.98 0.70 -0.05 0.11
H -1.56 1.20 -1.77 0.10

=====

Stability verdict: A), ahead by 0.0510 hartree